Record 1
Here is C3H2N4 in the gas phase from OMol25. Energies are from the ωB97M-V functional and the def2-TZVPD basis.

Frontier orbital gap in eV: 8.277
Energy in eV: -9097.119
Lowest unoccupied orbital energy in eV: -1.19

Structure (ORCA input):
```
! RIJCOSX wB97M-V def2-TZVPD def2/J DEFGRID3
* xyz 0 1
N 2.30 -0.73 0.17
C 1.36 -0.06 -0.06
C 0.75 1.43 -0.04
C 0.01 -0.48 -0.62
N -1.07 -0.29 0.12
N -1.26 0.78 0.91
N -0.24 1.57 0.72
H 0.03 -1.31 -1.31
H -1.86 -0.92 0.11
*
```

Results of the Mulliken charge analysis, in e, for atoms 1 through 6:
1 N -0.502
2 C 0.466
3 C -0.127
4 C -0.233
5 N 0.284
6 N -0.609

Record 2
Here is C17H19N3O4S in the gas phase from OMol25. Energies are from the ωB97M-V functional and the def2-TZVPD basis.

Frontier orbital gap in eV: 8.610
Energy in eV: -41432.037
Lowest unoccupied orbital energy in eV: 0.66

Structure (ORCA input):
```
! RIJCOSX wB97M-V def2-TZVPD def2/J DEFGRID3
* xyz 0 1
C 4.22 3.85 4.03
C 4.98 2.67 3.44
N 4.13 1.52 3.29
C 4.00 0.48 4.15
N 3.11 -0.40 3.81
C 2.58 0.08 2.63
C 1.57 -0.44 1.82
C 1.24 0.26 0.68
N 0.27 -0.23 -0.20
S -0.80 0.87 -0.93
O -0.14 1.43 -2.07
O -1.32 1.77 0.05
C -2.06 -0.27 -1.47
C -3.16 -0.51 -0.68
C -4.11 -1.43 -1.11
C -3.96 -2.09 -2.32
O -4.82 -3.00 -2.83
C -5.99 -3.30 -2.10
C -2.81 -1.83 -3.12
O -2.75 -2.52 -4.29
C -1.65 -2.28 -5.14
C -1.87 -0.92 -2.68
C 1.89 1.47 0.34
C 2.87 2.00 1.15
C 3.21 1.30 2.29
H 4.87 4.72 4.12
H 3.84 3.60 5.02
H 3.37 4.12 3.40
H 5.37 2.94 2.45
H 5.82 2.40 4.08
H 4.61 0.40 5.04
H 1.08 -1.36 2.08
H -0.24 -1.02 0.19
H -3.27 0.02 0.25
H -4.98 -1.61 -0.50
H -6.52 -4.03 -2.70
H -5.76 -3.73 -1.13
H -6.62 -2.42 -1.97
H -1.82 -2.92 -6.01
H -1.61 -1.24 -5.46
H -0.71 -2.55 -4.66
H -0.99 -0.67 -3.25
H 1.58 1.97 -0.56
H 3.35 2.93 0.88
*
```

Results of the Mulliken charge analysis, in e, for atoms 1 through 6:
1 C -1.013
2 C -0.656
3 N 0.086
4 C -0.161
5 N -0.783
6 C 0.307

Record 3
Here is 2 unconnected molecules or ions with the total composition C5H11NO2 from OMol25. Energies are from the ωB97M-V functional and the def2-TZVPD basis.

Frontier orbital gap in eV: 9.041
Energy in eV: -10947.085
Lowest unoccupied orbital energy in eV: 0.59

Structure (ORCA input):
```
! RIJCOSX wB97M-V def2-TZVPD def2/J DEFGRID3
* xyz 0 1
C 1.85 -0.93 -0.06
C 1.35 0.30 0.06
C 0.84 1.11 -1.04
C 1.25 1.00 -2.30
O -0.08 2.07 -0.71
H 1.93 -1.42 -1.01
H 2.22 -1.47 0.80
H 1.27 0.75 1.04
H 2.02 0.30 -2.58
H 0.85 1.64 -3.07
H -0.48 1.84 0.15
N -1.37 -1.68 0.91
C -2.02 -0.42 0.77
O -1.39 0.67 1.43
H -0.43 -1.65 0.51
H -1.31 -1.98 1.88
H -2.04 -0.14 -0.29
H -3.06 -0.52 1.13
H -1.40 0.51 2.38
*
```

Results of the Mulliken charge analysis, in e, for atoms 1 through 6:
1 C -0.968
2 C 0.066
3 C 0.622
4 C -0.945
5 O -0.573
6 H 0.284

Record 4
Here is a molecular structure, C3H8N2OS from OMol25. Energies are from the ωB97M-V functional and the def2-TZVPD basis.

Frontier orbital gap in eV: 9.724
Energy in eV: -19100.089
Lowest unoccupied orbital energy in eV: 0.83

Structure (ORCA input):
```
! RIJCOSX wB97M-V def2-TZVPD def2/J DEFGRID3
* xyz 0 1
C 1.07 0.51 -1.18
C 1.60 -0.90 -0.77
C 0.19 0.43 0.08
N 1.00 -0.66 0.59
N -2.17 1.01 1.12
O -1.84 -1.30 0.13
S -1.62 0.12 -0.23
H 1.86 1.29 -0.94
H 0.55 0.56 -2.05
H 1.23 -1.78 -1.37
H 2.77 -1.05 -0.53
H 0.17 1.51 1.04
H 0.36 -1.43 0.97
H -3.13 1.19 1.19
H -2.03 0.50 1.95
*
```

Results of the Mulliken charge analysis, in e, for atoms 1 through 6:
1 C -0.611
2 C -0.314
3 C -0.073
4 N -0.447
5 N -0.589
6 O -0.635

Record 5
Here is 2 unconnected molecules or ions with the total composition C5H11NO from OMol25. Energies are from the ωB97M-V functional and the def2-TZVPD basis.

Frontier orbital gap (alpha / beta) in eV: 9.351 / 7.676
Energy in eV: -8892.381
Lowest unoccupied orbital energy (alpha / beta) in eV: -3.87 / -6.47
Expectation value of S²: 0.793

Structure (ORCA input):
```
! RIJCOSX wB97M-V def2-TZVPD def2/J DEFGRID3
* xyz 1 2
C -0.32 -0.57 2.69
N -1.50 0.08 2.13
C -1.67 0.30 0.84
C -0.79 -0.08 -0.17
C -1.13 0.22 -1.50
C -0.35 0.18 -2.63
H -0.30 -0.56 3.76
H 0.55 -0.11 2.22
H -0.22 -1.58 2.26
H -2.18 0.61 2.65
H -2.49 0.97 0.60
H 0.20 -0.42 0.10
H -2.11 0.66 -1.65
H -0.51 0.86 -3.45
H 0.61 -0.33 -2.55
H 4.44 0.56 -2.04
H 5.04 -0.49 -1.19
O 4.20 -0.08 -1.37
*
```

Results of the Mulliken charge analysis, in e, for atoms 1 through 6:
1 C -0.908
2 N -0.064
3 C 0.066
4 C -0.096
5 C -0.183
6 C -0.718

Record 6
Here is a molecular structure, C7H14GdPS from OMol25. Energies are from the ωB97M-V functional and the def2-TZVPD basis.

Frontier orbital gap (alpha / beta) in eV: 4.562 / 5.349
Energy in eV: -48440.567
Lowest unoccupied orbital energy (alpha / beta) in eV: 0.14 / 0.42
Expectation value of S²: 16.781

Structure (ORCA input):
```
! RIJCOSX wB97M-V def2-TZVPD def2/J DEFGRID3
* xyz 0 8
C -0.54 0.18 -2.15
C -1.24 1.42 -1.97
C -0.35 2.35 -1.32
C 0.91 1.69 -1.08
C 0.80 0.34 -1.59
Gd -0.68 0.51 0.30
P -0.01 -2.23 0.22
H -0.89 -0.68 -2.72
H -2.25 1.63 -2.31
H -0.56 3.40 -1.12
H 1.60 -0.39 -1.64
H 1.81 2.14 -0.67
H 1.19 -2.75 -0.37
H -0.96 -3.02 -0.50
H 0.01 -3.01 1.42
C 1.07 2.64 3.10
S 1.21 1.00 2.33
C 0.84 -0.11 3.71
H 1.69 3.32 2.50
H 1.47 2.63 4.12
H 0.03 2.98 3.09
H 1.72 -0.74 3.88
H 0.61 0.47 4.61
H -0.01 -0.75 3.43
*
```

Results of the Mulliken charge analysis, in e, for atoms 1 through 6:
1 C -0.262
2 C -0.540
3 C -0.423
4 C -0.631
5 C -0.607
6 Gd 0.008

Record 7
Here is a molecular structure, C10H11N2O2S from OMol25. Energies are from the ωB97M-V functional and the def2-TZVPD basis.

Frontier orbital gap in eV: 8.623
Energy in eV: -28450.806
Lowest unoccupied orbital energy in eV: -4.47

Structure (ORCA input):
```
! RIJCOSX wB97M-V def2-TZVPD def2/J DEFGRID3
* xyz 1 1
C -2.70 1.64 -2.88
C -1.34 1.62 -3.14
C -3.33 0.55 -2.28
C -0.58 0.52 -2.78
C -2.58 -0.56 -1.91
C 0.54 -0.74 2.72
C -1.22 -0.55 -2.18
C 1.81 -0.68 2.21
C 0.38 -1.04 0.53
C 3.12 -0.48 2.86
N 1.67 -0.88 0.85
N -0.30 -0.97 1.67
O -1.00 -3.08 -1.27
O 1.04 -2.03 -2.23
S -0.25 -1.94 -1.64
H -3.28 2.50 -3.16
H -0.86 2.46 -3.62
H -4.39 0.57 -2.10
H 0.48 0.47 -2.97
H -3.04 -1.42 -1.45
H 0.20 -0.63 3.72
H 3.35 -1.31 3.52
H 3.91 -0.41 2.12
H 3.12 0.43 3.46
H 2.43 -0.91 0.19
H -1.30 -1.09 1.75
*
```

Results of the Mulliken charge analysis, in e, for atoms 1 through 6:
1 C -0.389
2 C -0.584
3 C -0.560
4 C -0.380
5 C -0.389
6 C -0.619

Energy relative to the best compared isomer or geometry (same formula, charge and spin)
In order: 557.0, 250.1, 210.6, 425.8, 92.2, 0.0, 0.0
Unit: kJ/mol